# 1
Formula: C28H29IN2O5PdSSi
Source: the OMol25 dataset
Level of theory: ωB97M-V with the def2-TZVPD basis set

```
68
Properties=species:S:1:pos:R:3:forces:R:3:mulliken_charge:R:1
C 0.515 4.548 -1.276 -0.0339 -0.0118 0.0144 -0.831
C -5.948 2.739 -0.927 -0.0027 -0.0063 -0.0218 -1.150
H -6.689 2.708 -1.714 0.0047 0.0001 0.0022 0.425
H -1.154 3.356 -0.685 -0.0103 -0.0046 -0.0195 0.319
H -3.948 -4.089 1.430 -0.0026 -0.0033 0.0028 0.480
C 0.703 2.288 -0.467 -0.3745 0.0330 -0.4860 0.132
H -0.482 -3.364 3.283 0.0053 -0.0169 0.0161 0.299
H 3.762 3.611 -1.191 0.0009 0.0135 0.0025 0.321
C -0.081 3.386 -0.801 0.1656 0.1008 0.0099 0.197
O -7.202 4.288 0.517 0.0208 -0.0453 -0.0010 -0.499
H 1.276 -3.437 3.438 -0.0008 -0.0006 0.0099 0.257
H -5.686 -4.710 -0.249 -0.0009 -0.0019 -0.0046 0.430
N 2.086 0.059 -0.237 -0.1524 0.3022 0.5740 -0.143
H -2.848 -0.834 -0.965 0.2920 0.4081 -0.2062 0.041
C 4.209 1.115 0.015 0.0010 -0.0285 -0.0992 -0.843
H 2.350 5.545 -1.789 -0.0025 -0.0009 -0.0015 0.369
C -5.182 3.567 1.204 0.0152 0.0181 0.0104 0.802
C -6.857 4.945 1.739 -0.0003 0.0232 0.0037 -0.236
H 0.292 -2.256 1.112 -0.0376 0.0016 -0.0005 -0.115
C 2.657 -1.118 0.009 0.0129 -0.0622 -0.0110 0.151
H -0.108 5.393 -1.544 0.0129 0.0075 -0.0035 0.427
H 5.849 -0.174 0.503 -0.0010 -0.0001 0.0040 0.424
H -4.320 -1.428 -2.663 0.0110 0.0184 0.0008 0.477
H -7.638 4.764 2.477 -0.0002 0.0083 -0.0005 0.238
Pd 0.155 0.641 0.394 1.2503 -0.0316 0.5322 0.153
C -4.754 2.015 -1.004 0.0248 -0.0069 -0.0242 -0.393
C 0.374 -2.950 3.821 0.0300 -0.0051 -0.0231 -1.038
C -2.529 1.280 -0.116 -0.3372 0.5659 0.6717 0.475
C -4.073 -3.530 0.515 0.0432 -0.0123 -0.0089 -0.475
C 4.792 -0.110 0.276 -0.0253 -0.0295 0.0036 -0.362
C 4.009 -1.256 0.249 0.0485 0.0239 -0.0878 -0.940
O -2.383 0.526 -1.105 0.1766 -0.1612 -0.2806 -0.938
N -3.380 -1.761 -0.869 -0.3649 -0.5389 0.2314 0.131
C -4.291 -2.071 -1.795 0.0590 0.0018 0.0791 -0.134
C 2.848 1.170 -0.263 0.0232 0.0647 -0.2166 1.135
H -0.970 0.031 5.384 -0.0018 -0.0132 0.0043 0.412
H 2.009 -1.982 0.003 -0.0189 0.0249 0.0936 0.383
S -1.967 -1.945 1.392 -0.1727 -0.0615 0.0159 0.117
H 0.261 -3.243 4.869 0.0124 0.0200 0.0052 0.414
C -6.130 3.505 0.196 -0.0247 0.0267 -0.0094 1.076
H 2.870 -0.919 4.446 -0.0062 -0.0091 0.0048 0.277
O -1.693 1.452 0.816 -0.0782 -0.2010 -0.4205 -0.760
H 1.964 0.517 4.925 0.0113 -0.0004 -0.0072 0.284
Si 0.511 -1.063 3.674 0.1234 0.2058 0.1134 0.013
H -1.411 0.512 3.742 0.0050 0.0041 -0.0003 0.111
I -0.487 -4.687 0.205 -0.0052 0.0025 0.0055 0.008
H -0.481 -2.117 -0.501 0.0045 0.0148 0.0034 0.846
C -1.098 -0.333 4.361 -0.0176 -0.0055 0.0148 -0.957
O 0.821 -0.576 2.177 -0.6179 -0.5255 -0.3287 0.014
H -5.867 -3.387 -2.361 -0.0059 -0.0112 0.0027 0.412
C -3.232 -2.456 0.271 -0.0378 -0.0381 -0.1241 0.006
C -3.804 2.070 0.006 0.0646 -0.0342 0.0602 0.408
C 1.896 4.638 -1.413 -0.0159 0.0057 -0.0068 -0.686
C -4.009 2.867 1.145 -0.0071 -0.0193 0.0211 -0.851
O -5.629 4.394 2.203 0.0007 -0.0402 -0.0046 -0.505
C -5.134 -3.141 -1.607 -0.0383 -0.0705 0.0203 -0.745
C 2.096 2.384 -0.601 -0.0023 0.0519 -0.0260 0.602
C -5.028 -3.870 -0.428 -0.0127 0.0258 -0.0485 -0.224
C 2.686 3.554 -1.074 0.0423 -0.0263 0.0653 -0.863
H 1.777 -0.986 5.838 -0.0021 0.0027 -0.0017 0.338
C -0.550 -2.568 0.487 -0.0286 0.0048 -0.1099 -0.750
H -4.537 1.418 -1.879 -0.0165 -0.0069 0.0070 0.537
H 4.426 -2.235 0.434 0.0009 0.0000 -0.0028 0.410
H -1.915 -1.060 4.374 0.0031 0.0107 -0.0094 0.265
C 1.909 -0.571 4.835 -0.0115 0.0317 -0.0046 -1.249
H 4.790 2.026 0.044 -0.0004 0.0036 -0.0065 0.329
H -3.263 2.907 1.925 -0.0025 0.0099 0.0075 0.483
H -6.730 6.014 1.550 0.0061 -0.0058 -0.0064 0.257
```
Forces are in eV/Å.

Properties
* HOMO energy: -7.50 eV
* relative energy (zero: lowest compared OMol25 entry of this formula, charge and spin): 18.80 kJ/mol
* electronic energy: -73018.7675 eV
* strongest force on any atom: 1.36 eV Å⁻¹
* frontier orbital gap: 6.43 eV
* spin multiplicity: 1

# 2
Formula: C17H30F3O8S2
Source: the OMol25 dataset
Level of theory: ωB97M-V with the def2-TZVPD basis set

```
60
Properties=species:S:1:pos:R:3:forces:R:3:mulliken_charge:R:1
F -4.673 4.985 1.421 -0.0139 -0.0595 -0.0155 -0.238
H -0.058 -3.072 0.303 0.6811 0.8621 -0.2307 0.375
F -6.204 3.456 1.491 0.0572 0.0154 -0.0194 -0.239
H -3.473 -1.332 1.230 0.0435 0.0224 0.0909 0.370
S -1.564 -1.868 -2.548 0.4369 0.4647 -0.8631 1.250
H -1.239 -3.217 2.090 0.7172 1.7252 0.6050 0.260
O -3.835 2.687 3.136 -0.0817 0.1553 -0.0195 -0.719
O -4.207 1.248 1.202 -0.0635 0.0603 -0.1155 -0.692
C 3.125 0.639 -2.541 0.0238 -0.0460 0.4173 -1.173
C -1.798 -1.688 -0.041 -0.1315 1.5434 0.9856 2.038
H 2.868 2.738 -2.353 0.0469 0.1006 0.2294 0.440
O -2.486 2.976 1.116 -0.2275 0.1466 -0.0554 -0.673
O -0.267 -2.340 -1.716 -0.1459 0.1972 0.2900 -0.320
C 3.917 0.337 0.856 0.2037 0.5275 -0.2116 -0.161
H 2.848 -1.827 0.922 0.0735 -0.0179 -0.0626 0.045
H 2.843 0.521 0.766 -0.0455 -0.1832 0.0168 0.143
H 0.504 -0.273 -0.769 -0.0403 -0.0301 -0.0172 -0.144
C 0.910 1.907 -2.233 -0.1861 0.1357 0.4642 -0.705
H 2.613 1.936 -0.832 -0.0563 -0.1669 0.0411 0.291
H 4.360 1.287 1.159 0.0030 -0.0510 0.1679 0.375
C 3.538 -0.492 -1.595 0.4642 -0.0215 -0.3729 0.160
H -0.653 1.892 0.902 0.3194 0.4742 0.1295 0.433
C -4.965 3.728 1.048 -0.0578 0.0310 -0.0620 0.532
H 1.107 2.002 0.717 0.0243 -0.0959 0.0469 0.609
H 4.051 -1.235 -2.216 -0.0996 -0.0468 -0.0314 0.384
C 0.187 1.627 0.261 0.0434 -0.2578 -0.1368 -1.077
H 0.750 2.640 -3.027 0.0383 -0.1132 -0.1240 0.522
H -1.365 -3.632 -0.642 0.0500 -0.0650 0.2373 0.485
C 0.142 0.086 0.193 -0.0461 0.3786 0.2610 0.512
O -2.460 -1.410 -1.337 0.4124 -0.6012 -0.2159 -0.381
C -2.858 -2.181 0.942 -0.7437 -1.9634 -1.2629 -1.252
H 4.112 -2.628 1.884 0.0442 0.0232 -0.0749 0.309
C -0.773 -2.723 -0.433 -1.4097 -1.7442 -0.3400 -1.031
H 0.799 -0.321 0.968 -0.0355 -0.1852 -0.0532 0.055
H -0.108 3.374 -0.953 0.1415 0.0167 0.0262 0.549
S -3.733 2.526 1.704 0.2764 -0.4557 0.2580 1.228
O -1.138 -0.772 -3.345 -0.0684 0.2398 0.1705 -0.600
C 2.416 1.851 -1.899 -0.0595 0.2052 -0.8536 -0.470
O 4.186 -0.567 1.914 -0.0497 -0.0457 -0.0522 -0.504
H 0.576 0.953 -2.645 0.1113 -0.0746 0.0408 0.170
H 5.226 0.673 -0.841 -0.0527 0.0035 -0.1422 0.323
C -2.257 -2.831 2.163 -0.2918 0.0601 0.2033 -0.135
H -1.957 0.438 0.024 -0.2850 -0.1440 0.1342 0.359
F -5.008 3.709 -0.295 0.0009 0.0040 0.0644 -0.239
O -2.168 -2.964 -3.225 -0.0791 -0.3289 0.4394 -0.679
C 3.443 -1.766 1.836 -0.1408 -0.1013 0.1516 -0.507
H -1.053 1.994 -1.414 -0.0326 0.1546 -0.0600 0.255
H 5.126 -0.979 -0.261 0.1706 0.1100 0.0104 0.441
H -2.666 -2.505 4.253 1.1047 -1.5037 0.4847 0.239
C 4.530 -0.092 -0.492 -0.3865 -0.5234 0.3719 -0.860
H 2.749 -1.838 2.680 0.0168 0.0800 0.0219 0.291
C -2.949 -3.000 3.328 0.1244 -0.3275 -0.2597 -0.854
H 2.676 -1.021 -1.180 -0.0961 0.1992 0.0992 -0.244
H -1.494 -0.282 1.549 0.0328 0.1120 0.0150 0.439
H 2.480 0.208 -3.310 -0.0023 0.1061 -0.0736 0.438
C -1.315 -0.319 0.474 0.7932 -0.3686 -0.3999 -1.559
H -3.830 -3.639 3.359 -1.2009 1.6120 -0.3687 0.280
H -3.514 -2.875 0.390 -0.0407 0.0580 0.0080 0.436
C -0.048 2.293 -1.093 -0.3047 -0.2671 0.0185 -0.994
H 4.034 0.978 -3.047 0.0199 -0.0350 -0.0064 0.410
```
Forces are in eV/Å.

Properties
* HOMO energy: -6.21 eV
* relative energy (zero: lowest compared OMol25 entry of this formula, charge and spin): 0.00 kJ/mol
* total charge: -1
* electronic energy: -64317.1003 eV
* strongest force on any atom: 2.45 eV Å⁻¹
* frontier orbital gap: 8.26 eV
* spin multiplicity: 1

# 3
Formula: HO5PS
Source: the OMol25 dataset
Level of theory: ωB97M-V with the def2-TZVPD basis set

```
8
Properties=species:S:1:pos:R:3:forces:R:3:mulliken_charge:R:1
O -2.015 0.250 -0.586 -0.1215 0.3653 -0.5807 -0.414
H -2.162 -0.471 0.039 0.1385 -0.0481 0.2149 0.351
O 0.842 0.334 -1.068 0.7175 -0.4187 -0.2230 -0.401
S 1.433 -0.563 -0.119 -0.1304 0.0504 -0.2001 1.165
O 2.662 -0.231 0.488 0.1007 0.1325 0.1129 -0.360
O 0.792 -1.796 0.140 -0.1324 -0.0561 0.0924 -0.359
P -1.001 1.415 -0.125 -1.1514 -0.0162 0.1546 0.558
O -0.552 1.061 1.231 0.5790 -0.0090 0.4289 -0.540
```
Forces are in eV/Å.

Properties
* HOMO energy: -10.70 eV
* relative energy (zero: lowest compared OMol25 entry of this formula, charge and spin): 102.86 kJ/mol
* electronic energy: -30377.3640 eV
* strongest force on any atom: 1.16 eV Å⁻¹
* frontier orbital gap: 9.93 eV
* spin multiplicity: 1

# 4
Formula: C25H29IrN5S
Source: the OMol25 dataset
Level of theory: ωB97M-V with the def2-TZVPD basis set

```
61
Properties=species:S:1:pos:R:3:forces:R:3:mulliken_charge:R:1
H -4.378 -0.553 2.194 0.0001 -0.0031 0.0014 0.557
C 0.000 4.603 1.638 0.0256 0.0069 0.0258 -0.472
H -1.538 -2.599 0.637 -0.0806 0.0100 -0.0620 0.657
C 3.760 0.072 0.867 0.0100 -0.0891 -0.1464 -1.268
H 3.358 -2.614 1.899 0.0117 -0.0047 -0.0126 0.543
H -0.078 5.629 1.972 0.0077 0.0049 -0.0093 0.473
C -1.041 4.009 0.948 -0.0367 -0.0196 -0.0148 -0.980
C 1.199 2.554 1.460 -0.1398 -0.0057 0.0696 -0.222
C 0.965 -2.414 -1.447 -0.2261 0.0146 -0.1719 -0.244
N -1.687 0.599 -0.615 -0.1613 -0.0087 0.0176 -0.742
H -2.148 2.592 -1.192 0.0144 0.0193 0.0063 0.698
H 3.706 1.155 0.886 -0.0372 0.0431 -0.0071 0.437
C -0.073 -4.552 -1.679 0.0348 0.0073 -0.0117 -0.494
Ir 0.140 0.010 0.156 0.3832 -0.0251 0.2855 2.781
C 1.146 3.859 1.891 0.0105 0.0274 0.0151 -1.047
C 0.932 -3.663 -2.032 0.0134 -0.0288 0.0063 -0.931
H -1.279 -0.585 5.166 -0.0044 -0.0049 0.0012 0.501
N 0.758 0.672 -1.705 0.2148 -0.3639 -0.1058 -0.006
C -1.996 2.032 -0.269 0.1274 0.0816 0.0372 -1.392
C -0.683 -0.413 3.125 -0.0062 -0.1078 -0.0580 -0.090
H 1.987 4.282 2.421 -0.0016 0.0006 0.0008 0.518
H -1.907 -0.624 -2.330 0.1044 -0.0469 0.0489 0.416
H -3.708 -0.725 4.586 0.0025 0.0036 0.0027 0.482
C -0.990 -4.157 -0.718 0.0117 0.0380 0.0409 -1.023
C -1.615 -0.545 4.139 0.0110 -0.0075 0.0255 -0.899
H -2.360 1.054 -2.585 -0.0486 -0.0888 -0.0319 0.720
H 4.467 -0.251 1.630 0.0105 -0.0107 -0.0132 0.481
H 3.113 -2.572 0.136 -0.0045 -0.0030 -0.0479 0.360
H -3.704 0.099 -0.111 0.0092 0.0168 0.0507 0.563
C -2.958 -0.619 3.814 0.0039 0.0061 0.0127 -0.559
C 1.286 1.319 -4.340 0.0477 0.0055 0.0047 -0.482
H -0.828 1.051 -4.638 -0.0034 -0.0025 0.0011 0.556
H -2.647 -1.252 -0.459 -0.0329 -0.0588 0.0429 0.672
H 4.094 -0.270 -0.111 0.0099 -0.0293 0.0190 0.439
N -1.038 -0.371 1.834 -0.1915 -0.1210 -0.1882 0.033
C -1.631 0.405 -2.097 0.0533 0.0439 -0.0343 -1.676
S 2.172 -0.673 1.313 -0.1068 0.2095 0.1443 0.392
C 2.307 1.316 -3.398 -0.0281 0.0148 -0.0474 -0.990
H 1.693 -3.930 -2.752 -0.0049 -0.0044 -0.0022 0.514
C -3.334 -0.531 2.478 0.0106 0.0025 -0.0360 -0.967
C -0.892 -2.889 -0.178 0.1725 -0.1569 0.3358 -0.377
C -0.007 1.026 -3.934 -0.0315 0.0928 0.0577 -0.963
H 3.324 1.565 -3.669 -0.0005 -0.0019 -0.0011 0.508
C -2.695 -0.288 0.040 -0.0004 0.0137 0.0462 -1.817
C -0.916 2.694 0.538 0.0091 -0.0674 -0.1653 0.927
N 0.051 -2.004 -0.545 0.0138 0.2145 -0.3063 0.696
N 0.183 1.969 0.799 -0.0191 0.0900 -0.0507 0.165
H 2.764 0.962 -1.325 -0.0344 0.0104 -0.0636 0.281
H -0.125 -5.537 -2.124 0.0012 0.0023 -0.0065 0.461
H -2.939 2.064 0.278 -0.0015 0.0289 0.0005 0.621
H 2.060 1.941 1.655 0.0458 -0.0172 0.0911 0.428
H 1.492 1.563 -5.374 0.0008 0.0020 0.0013 0.480
H 0.375 -0.353 3.338 0.0118 0.0040 -0.0056 0.459
C -0.244 0.717 -2.607 -0.0584 0.0644 -0.0025 1.130
H 1.772 -3.028 1.231 -0.0214 -0.0238 0.0184 0.305
C 2.006 0.985 -2.095 -0.0311 0.0141 0.0533 -0.035
H -1.944 4.560 0.720 0.0004 0.0021 0.0033 0.572
H -1.767 -4.822 -0.369 0.0014 -0.0036 -0.0088 0.515
H 1.747 -1.717 -1.702 -0.0048 0.1279 -0.0530 0.564
C 2.648 -2.400 1.102 -0.0502 -0.0119 0.1527 -1.157
C -2.360 -0.406 1.510 -0.0174 0.0938 0.0439 0.928
```
Forces are in eV/Å.

Properties
* HOMO energy: -18.42 eV
* relative energy (zero: lowest compared OMol25 entry of this formula, charge and spin): 28.73 kJ/mol
* total charge: +3
* electronic energy: -47498.6928 eV
* strongest force on any atom: 0.48 eV Å⁻¹
* frontier orbital gap: 9.94 eV
* spin multiplicity: 1

# 5
Formula: C6H23NO6
Source: the OMol25 dataset
Level of theory: ωB97M-V with the def2-TZVPD basis set

```
36
Properties=species:S:1:pos:R:3:forces:R:3:mulliken_charge:R:1
C -2.302 -2.740 0.071 0.1388 0.4680 1.4967 -1.196
H -0.207 -1.457 1.190 -0.1951 -0.1842 -0.0798 0.357
H 2.561 -0.254 0.673 0.2273 -0.1217 0.1933 0.412
H -1.943 0.969 -3.546 -0.0190 -0.0035 0.1607 0.302
H -3.264 -2.295 0.300 -0.3767 0.4767 -0.5491 0.358
C 1.589 0.233 0.564 1.8894 0.4033 -1.1392 -0.940
O 1.599 2.640 0.450 0.4138 0.3682 -0.1776 -0.534
H 4.645 1.804 -0.521 0.6120 -0.3577 -0.0947 0.336
H -0.946 0.038 0.592 -0.0515 -1.0760 -0.4638 0.261
H -0.048 1.894 2.283 -0.3596 0.6445 -0.3195 0.312
C 1.497 -1.625 -1.116 -0.1058 1.0680 0.6416 -1.182
C -0.475 -0.933 0.264 1.4555 0.1523 -0.3171 -0.792
H -0.877 -1.671 4.219 -0.2095 0.0784 0.0766 0.266
H -2.309 3.168 -1.571 -0.0493 0.1108 0.0599 0.289
H 1.069 -2.611 -0.820 0.6269 0.6308 -0.4524 0.366
H -2.648 0.364 -2.306 0.1568 0.1506 -0.2203 0.298
H 2.265 1.664 -1.120 -0.6174 -0.9666 0.4929 0.633
H 0.465 3.326 2.823 -0.4079 -0.2703 -0.5585 0.290
N 0.807 -0.513 -0.407 -1.2714 -0.5118 1.0593 0.182
O -1.470 3.300 -1.120 0.0133 -0.1441 -0.0527 -0.587
O 4.454 1.599 -1.448 0.2433 0.3694 0.6858 -0.617
H -2.136 -1.208 3.431 0.1058 -0.0602 0.2409 0.283
H -1.677 3.814 -0.333 0.0037 0.0233 -0.0203 0.301
C -1.330 -1.804 -0.675 -1.2623 0.6671 0.8324 0.423
H -1.966 -2.866 1.116 0.3742 -0.6404 -0.5040 0.258
H 2.574 -1.561 -0.901 -0.2880 -0.2726 0.0163 0.415
H -1.931 -1.043 -1.135 -0.2413 -0.1448 -0.9394 -0.595
H -2.537 -3.691 -0.393 0.3684 -0.1544 -0.1435 0.308
O 0.581 2.373 2.818 0.4846 -0.4258 1.5904 -0.613
H 1.246 0.397 1.590 -0.5764 -0.2501 -0.3619 0.406
H 3.652 2.125 -1.498 0.0846 0.1543 -0.8120 0.411
H -0.793 -2.348 -1.449 0.1127 0.2903 0.2295 0.634
O -1.214 -1.469 3.342 0.0594 -0.0018 -0.1896 -0.550
O -2.203 0.139 -3.132 -0.1499 0.0008 -0.1360 -0.599
C 1.894 1.596 -0.068 -1.1836 0.4533 -0.0778 -0.189
H 1.377 -1.351 -2.165 -0.0060 -0.9241 -0.1671 0.292
```
Forces are in eV/Å.

Properties
* HOMO energy: -8.20 eV
* relative energy (zero: lowest compared OMol25 entry of this formula, charge and spin): 373.31 kJ/mol
* electronic energy: -20367.4475 eV
* strongest force on any atom: 2.24 eV Å⁻¹
* frontier orbital gap: 8.45 eV
* spin multiplicity: 1